No. 1
{
  "formula": "C38H72N10OSi",
  "method": "wB97M-V/def2-TZVPD",
  "homo_lumo_gap_ev": 7.00,
  "homo_ev": -6.68,
  "elements": ["Si", "O", "N", "N", "N", "N", "N", "N", "N", "N", "N", "N", "C", "C", "C", "C", "C", "C", "C", "C", "C", "C", "C", "C", "C", "C", "C", "C", "C", "C", "C", "C", "C", "C", "C", "C", "C", "C", "C", "C", "C", "C", "C", "C", "C", "C", "C", "C", "C", "C", "H", "H", "H", "H", "H", "H", "H", "H", "H", "H", "H", "H", "H", "H", "H", "H", "H", "H", "H", "H", "H", "H", "H", "H", "H", "H", "H", "H", "H", "H", "H", "H", "H", "H", "H", "H", "H", "H", "H", "H", "H", "H", "H", "H", "H", "H", "H", "H", "H", "H", "H", "H", "H", "H", "H", "H", "H", "H", "H", "H", "H", "H", "H", "H", "H", "H", "H", "H", "H", "H", "H", "H"],
  "coordinates": [[0.07531, 0.25749, -0.53365], [0.47542, -3.11432, -1.50758], [-1.36330, 1.25641, -0.21451], [9.07871, 0.40305, 3.96653], [-4.88274, -9.20608, -7.30530], [1.62519, 2.63743, -2.27402], [-2.86015, 7.60107, 4.97566], [0.06798, 5.53632, -1.29567], [0.72268, 0.20194, 1.54430], [-2.16510, -5.54798, -2.12065], [5.26720, 1.61105, 7.74797], [-1.96317, -4.82895, -0.28968], [-2.91907, 0.41148, -1.98868], [-1.31054, 3.93099, -4.15783], [-3.35695, -0.09757, 0.64266], [-1.76185, 6.11027, 1.91396], [-5.37990, 5.40250, 5.95787], [-0.11198, 4.96385, -0.30469], [-0.14725, 4.91523, -4.21184], [-2.39302, -5.74110, -3.25594], [2.64338, 1.22345, 4.27080], [6.99237, -2.07757, 2.11595], [8.53564, -0.16939, 1.43316], [0.94336, 0.79527, 2.52455], [-3.43494, 6.59538, 4.99109], [6.57689, 1.82926, 5.44995], [-2.45300, 0.59721, -0.48026], [-4.17850, 5.29926, 5.01475], [8.84309, 0.15362, 2.85955], [-3.53237, -8.89887, -9.56817], [-0.95956, -3.87855, 0.31845], [-4.29372, -9.07217, -8.29408], [0.01657, -1.50004, 0.30781], [7.05007, 3.27107, 5.25431], [1.20952, 4.22365, -4.35976], [-1.68378, 4.62391, 1.57873], [-4.97985, 5.71209, 7.39648], [-3.02447, -7.45909, -9.68167], [-0.34009, 4.21944, 0.96914], [-4.09150, -6.56546, -4.86433], [7.13596, -0.78135, 1.32543], [5.84173, 1.70645, 6.74563], [1.44671, 3.32561, -3.18896], [-2.68310, -5.98717, -4.70394], [-4.27272, -7.89553, -4.14268], [-4.15134, -6.43152, -9.69316], [5.90029, 4.27249, 5.21190], [-0.59939, -2.64777, -0.63671], [1.23478, 1.55816, 3.77525], [2.82155, -0.25555, 4.59742], [0.38806, 0.09464, -1.97150], [-3.99672, 0.78975, -2.04843], [0.47735, 4.43817, 1.66167], [-2.81297, -4.28339, -0.49212], [-1.66784, 6.73048, 1.01927], [-4.48243, 6.68153, 7.47638], [-0.47097, -1.44065, 1.32234], [0.15432, -3.85679, -2.05845], [-2.25881, 4.46804, -4.08004], [-3.74508, -5.42381, -9.80433], [7.71556, -2.82516, 1.77789], [-3.55832, -8.63903, -4.50666], [-1.42909, -3.50229, 1.30163], [-4.30564, 4.94574, 7.78958], [-1.23908, 3.27105, -3.28885], [8.59175, 0.74679, 0.84100], [5.91528, 1.52805, 4.63298], [-2.35067, -7.23753, -8.84837], [6.28165, 5.28185, 5.04213], [-2.69147, -9.59592, -9.57769], [2.68370, -0.88293, 3.71309], [5.99018, -2.49179, 1.98668], [7.73310, 3.54923, 6.06230], [1.24199, 3.63303, -5.27910], [-2.25600, 0.97936, -2.70651], [0.48993, 1.30231, 4.53313], [-0.15573, 5.52290, -3.30356], [-2.92343, -0.70581, -2.20084], [7.14051, -1.91529, 3.18649], [-5.27987, -8.28280, -4.30891], [3.83010, -0.44251, 4.97354], [-4.72272, -6.44978, -8.76183], [1.21613, 0.98266, 0.06744], [-0.33031, 3.14584, 0.76004], [6.39000, -0.06416, 1.68142], [7.61394, 3.33687, 4.31988], [2.10880, -0.57679, 5.36196], [-2.44185, -7.35842, -10.60139], [-4.29957, -6.70780, -5.92859], [-4.82977, -5.85223, -4.48482], [-4.43754, 0.06019, 0.32356], [-1.47864, -2.29521, -1.26483], [2.00906, 4.96650, -4.40685], [-5.93113, 4.45832, 5.93719], [-4.18455, -9.14344, -10.41017], [6.91422, -0.97980, 0.27355], [3.38027, 1.51088, 3.51389], [-2.59997, -5.04373, -5.24941], [-2.49385, 4.37288, 0.88708], [-1.34351, 3.31126, -5.05952], [-0.29622, 5.59577, -5.05594], [-5.86375, 5.74767, 8.03698], [-6.06232, 6.18098, 5.60398], [5.34605, 4.28959, 6.15357], [-1.93684, -6.67757, -5.10538], [-3.50193, 4.50514, 5.34059], [7.43274, 1.15216, 5.45958], [-1.84944, 4.04409, 2.49186], [-4.83994, -6.61401, -10.52300], [-3.04789, -1.18442, 0.68669], [9.28891, -0.86436, 1.05406], [-2.18718, -5.47971, 0.48972], [5.20111, 4.03289, 4.40497], [-4.13981, -7.78978, -3.06298], [-3.22351, 0.43173, 1.64321], [-4.51465, 5.06352, 4.00213], [2.85607, 1.81325, 5.16697], [0.00846, -4.42547, 0.57901], [-0.97305, 6.39594, 2.61544], [1.15357, 2.62860, 3.56815], [-2.72443, 6.34615, 2.37156], [1.11466, -1.79276, 0.45993]]
}

***

No. 2
{
  "formula": "C38H76F12N3O10",
  "method": "wB97M-V/def2-TZVPD",
  "homo_lumo_gap_ev": 3.13,
  "homo_ev": -3.58,
  "total_charge": -1,
  "elements": ["F", "F", "F", "F", "F", "F", "F", "F", "F", "F", "F", "F", "O", "O", "O", "O", "O", "O", "O", "O", "O", "O", "N", "N", "N", "C", "C", "C", "C", "C", "C", "C", "C", "C", "C", "C", "C", "C", "C", "C", "C", "C", "C", "C", "C", "C", "C", "C", "C", "C", "C", "C", "C", "C", "C", "C", "C", "C", "C", "C", "C", "C", "C", "H", "H", "H", "H", "H", "H", "H", "H", "H", "H", "H", "H", "H", "H", "H", "H", "H", "H", "H", "H", "H", "H", "H", "H", "H", "H", "H", "H", "H", "H", "H", "H", "H", "H", "H", "H", "H", "H", "H", "H", "H", "H", "H", "H", "H", "H", "H", "H", "H", "H", "H", "H", "H", "H", "H", "H", "H", "H", "H", "H", "H", "H", "H", "H", "H", "H", "H", "H", "H", "H", "H", "H", "H", "H", "H", "H"],
  "coordinates": [[21.11427, 8.77711, -17.26973], [17.12519, 13.14101, -17.82194], [14.37939, 7.45128, -26.35739], [12.61777, 6.21083, -25.89045], [8.29021, 11.58529, -20.52455], [7.37357, 10.75661, -18.73311], [21.69999, 10.23660, -15.79464], [16.66585, 11.08848, -17.75141], [17.19442, 11.97773, -19.62698], [6.14944, 11.14405, -20.49012], [22.86555, 8.43777, -16.01523], [13.56216, 7.42053, -24.32938], [13.74285, 15.26585, -11.73765], [12.41681, 8.92513, -17.76995], [9.11589, 8.96728, -20.47828], [22.34276, 10.59023, -18.84673], [14.12842, 11.57922, -19.32780], [23.93849, 10.95841, -17.21988], [13.00790, 9.74290, -25.45697], [11.82875, 8.76951, -27.10919], [7.02773, 8.31252, -19.99200], [14.39460, 12.82363, -17.65802], [14.62212, 15.58885, -14.60539], [12.28431, 11.09822, -17.05984], [16.25470, 16.07572, -21.31618], [13.37219, 16.15687, -15.18035], [16.50111, 12.16716, -18.52704], [14.64414, 9.62593, -20.44500], [12.26093, 8.61464, -25.91525], [9.85832, 9.30489, -21.63088], [17.54268, 12.24838, -24.41661], [13.14276, 11.97512, -24.76281], [22.20964, 9.37489, -16.70498], [15.48870, 15.25188, -15.82739], [14.44073, 14.36278, -13.80525], [18.40459, 15.86428, -20.07080], [14.12157, 17.09673, -21.95454], [12.88161, 15.28470, -10.59944], [15.31610, 16.66822, -13.85620], [17.66056, 16.57311, -21.19270], [13.19694, 7.41622, -25.67895], [20.60894, 11.89174, -19.72397], [14.00421, 16.47957, -20.56843], [16.97584, 15.08904, -15.56407], [19.79518, 16.44956, -19.88542], [12.27738, 10.90323, -25.36095], [23.13800, 10.08445, -17.72566], [15.04891, 12.51576, -18.74169], [16.80175, 14.25181, -22.98167], [11.04745, 11.15482, -17.86679], [13.01205, 9.77163, -17.24489], [14.29643, 11.08652, -20.64648], [15.58452, 16.99557, -22.33157], [16.07566, 14.63437, -21.71045], [21.30724, 11.38618, -18.46751], [12.72191, 15.20063, -16.19295], [7.33125, 10.67311, -20.11502], [16.66576, 12.75730, -23.23760], [13.32425, 14.38860, -12.75696], [15.42840, 16.30489, -20.05788], [14.39364, 9.68498, -16.71938], [7.66078, 9.24511, -20.57969], [11.33581, 8.93299, -21.49316], [15.85421, 16.61533, -23.31387], [14.88679, 8.87262, -17.23634], [13.85292, 18.15418, -21.99319], [11.43751, 8.34019, -25.19875], [19.94924, 12.72767, -19.47557], [9.40790, 8.73796, -22.46523], [11.88116, 15.68416, -10.83229], [10.53767, 12.07303, -17.59169], [16.30362, 16.34953, -13.55117], [14.69866, 9.17539, -21.43696], [17.24630, 14.36257, -14.79720], [12.93551, 11.82914, -17.40060], [17.90534, 15.97156, -19.10742], [20.14710, 11.11012, -20.33298], [16.42094, 14.13712, -20.80361], [15.38182, 16.07980, -16.53121], [12.63453, 16.31241, -14.39986], [11.33988, 10.68971, -24.83089], [18.17101, 16.43437, -22.14072], [14.74648, 16.78299, -12.93717], [12.15875, 11.27235, -16.06296], [15.36612, 14.04956, -13.33846], [9.62857, 10.34374, -21.91703], [11.23294, 10.86148, -18.88728], [16.44704, 14.88367, -23.79212], [17.86587, 14.43219, -22.77676], [16.11987, 17.94283, -22.31679], [13.80724, 12.52650, -25.43855], [21.65892, 12.29779, -17.97417], [12.70138, 14.23762, -10.32117], [18.51367, 14.79719, -20.27762], [17.07622, 11.40641, -24.91454], [12.90616, 14.17159, -15.89105], [12.02224, 11.31134, -26.35268], [15.73952, 17.25146, -19.62040], [15.00062, 14.44957, -21.68530], [15.03545, 14.36182, -16.28343], [13.60205, 17.08021, -15.70190], [13.51004, 17.09507, -19.81143], [11.30584, 7.85507, -21.32838], [20.51322, 10.91932, -17.87839], [15.27211, 17.58309, -14.43274], [10.40934, 10.41823, -17.39782], [13.38618, 15.58395, -20.60910], [12.56738, 12.84940, -24.39408], [15.54263, 9.49305, -19.84405], [12.97777, 15.38794, -17.22612], [18.47902, 11.93629, -23.94667], [15.64188, 15.43616, -19.44278], [7.44299, 9.19958, -21.67854], [23.72840, 9.24939, -18.17417], [13.82605, 9.20291, -19.86304], [11.63966, 15.30017, -16.06935], [11.95269, 9.19901, -22.34667], [13.27716, 13.35794, -12.38100], [11.68011, 9.33855, -20.53713], [13.44233, 11.14783, -21.32249], [17.35458, 14.66158, -16.49346], [15.10852, 13.38191, -19.44602], [20.10463, 16.58000, -18.85064], [14.09160, 13.61697, -14.52268], [17.76229, 13.04224, -25.12962], [21.35903, 12.27946, -20.42919], [12.37632, 14.67917, -13.22282], [19.86799, 17.48426, -20.26990], [13.27254, 15.90287, -9.80209], [20.61374, 16.00484, -20.45291], [14.93031, 10.63070, -16.84233], [14.39130, 9.56277, -15.63092], [15.11502, 11.57112, -21.19143], [13.69338, 11.70984, -23.84963], [15.64464, 12.56765, -23.58390], [16.88361, 12.20331, -22.32743], [17.44860, 16.04377, -15.35058], [17.58335, 17.61971, -20.90601], [13.42489, 16.62215, -22.64154]]
}